(1)
{
  "formula": "C37H70BrF5IN3O10PS2Si",
  "method": "ωB97M-V with the def2-TZVPD basis set",
  "symbols": ["C", "C", "C", "Br", "C", "I", "N", "S", "O", "O", "C", "F", "F", "F", "C", "N", "C", "C", "O", "O", "C", "C", "O", "N", "C", "P", "S", "C", "F", "F", "C", "C", "Si", "C", "C", "C", "C", "C", "C", "C", "C", "H", "H", "H", "H", "H", "H", "H", "H", "H", "H", "H", "H", "H", "H", "H", "H", "H", "H", "H", "H", "H", "H", "H", "H", "H", "H", "H", "H", "H", "H", "C", "C", "C", "O", "H", "H", "H", "H", "H", "H", "H", "H", "C", "C", "C", "O", "H", "H", "H", "H", "H", "H", "H", "H", "C", "C", "C", "O", "H", "H", "H", "H", "H", "H", "H", "H", "C", "C", "C", "O", "H", "H", "H", "H", "H", "H", "H", "H", "C", "C", "C", "O", "H", "H", "H", "H", "H", "H", "H", "H"],
  "positions_angstrom": [[0.4028, 1.0561, 4.0515], [0.8374, 0.7170, 2.4720], [2.4317, 0.4454, 2.2908], [3.3585, 1.4310, 3.8197], [2.9238, -1.0790, 2.0887], [4.9964, -0.9206, 2.9249], [3.2535, -1.6791, 0.7650], [2.9947, -0.9495, -0.7293], [4.2359, -0.0529, -1.1151], [1.7641, 0.0333, -0.8465], [2.7870, -2.1255, -2.2221], [1.5143, -1.7571, -2.9489], [3.8740, -1.9128, -3.2502], [2.6241, -3.5434, -1.8247], [3.9316, -2.9625, 1.0239], [4.9667, -3.6863, 0.5078], [5.6906, -3.1268, -0.6927], [7.1906, -3.8678, -0.7014], [7.9454, -3.7983, -1.8311], [7.7574, -4.6079, 0.4365], [8.0535, -3.6919, 1.5495], [8.1739, -4.1820, 3.1097], [8.1913, -2.3915, 1.2533], [3.1891, -3.4471, 2.2898], [2.3004, -2.3466, 2.9117], [2.9742, -2.4008, 4.7398], [1.7296, -3.3429, 5.9660], [0.7376, -2.8022, 2.7254], [0.4761, -4.2420, 3.1109], [-0.1703, -2.0306, 3.6567], [0.2013, -2.7280, 1.1424], [-1.4397, -2.6554, 1.0190], [-2.3250, -4.3602, 0.9151], [-1.2611, -5.7969, 0.2014], [-2.7411, -4.8579, 2.7696], [-4.0383, -4.1137, 0.0535], [-4.4562, -2.7758, -0.8139], [-5.9657, -2.6808, -1.4493], [-7.1091, -3.8819, -1.2548], [-6.6972, -5.2410, -0.3986], [-5.1615, -5.3367, 0.2466], [0.8438, 0.2826, 4.8184], [0.5642, 2.1787, 4.3392], [-0.7784, 0.8838, 4.0708], [0.1194, -0.0867, 2.0197], [0.5959, 1.7289, 1.8853], [2.7725, 1.0620, 1.3262], [5.2075, -4.6012, 0.9936], [5.9165, -1.9817, -0.6120], [5.1780, -3.4644, -1.6888], [8.0954, -5.3705, 3.0954], [7.2442, -3.7990, 3.7476], [9.1855, -3.8356, 3.5872], [2.6900, -4.2566, 1.8657], [3.1036, -1.0736, 5.3231], [4.2160, -3.1812, 4.8367], [0.6079, -3.6930, 0.6026], [0.6094, -1.7338, 0.6815], [-1.6564, -2.1050, -0.0184], [-1.9658, -2.0051, 1.8367], [-2.0153, -6.6227, -0.1807], [-0.4950, -5.4351, -0.6064], [-0.6837, -6.2854, 1.1252], [-2.0860, -5.7565, 3.1430], [-3.9047, -5.1035, 2.8627], [-2.5844, -3.8828, 3.4267], [-3.6417, -1.9317, -0.9135], [-6.3418, -1.7417, -2.0769], [-8.1999, -3.8046, -1.6876], [-7.5160, -6.0768, -0.2564], [-4.9459, -6.3160, 0.8769], [3.3676, 4.0108, 0.6471], [2.0722, 3.7652, -0.1100], [2.0762, 4.4685, -1.4579], [0.9744, 4.2384, 0.6663], [3.5089, 5.0791, 0.8458], [3.3455, 3.5089, 1.6204], [4.2303, 3.6432, 0.0829], [1.9299, 2.6891, -0.2567], [2.1716, 5.5531, -1.3338], [1.1328, 4.2931, -1.9862], [2.9001, 4.1147, -2.0853], [1.0923, 5.1934, 0.8016], [-7.6915, 0.5385, 0.5135], [-6.7558, 1.1573, -0.5127], [-6.8010, 2.6761, -0.4590], [-7.1289, 0.7196, -1.8168], [-8.7300, 0.8329, 0.3248], [-7.6578, -0.5547, 0.4550], [-7.4209, 0.8435, 1.5290], [-5.7317, 0.8130, -0.3320], [-7.8079, 3.0464, -0.6823], [-6.1320, 3.1078, -1.2112], [-6.5037, 3.0453, 0.5274], [-8.0371, 1.0209, -1.9859], [3.8568, 4.8917, -6.5342], [2.9331, 4.5200, -5.3853], [1.8415, 3.5637, -5.8390], [2.3362, 5.7019, -4.8577], [3.3037, 5.3965, -7.3343], [4.6299, 5.5899, -6.1959], [4.3439, 4.0051, -6.9518], [3.5147, 4.0590, -4.5797], [1.2169, 4.0215, -6.6143], [1.1770, 3.3146, -5.0046], [2.2681, 2.6373, -6.2357], [1.8176, 6.1180, -5.5662], [-6.4217, -4.4437, 6.1498], [-5.4860, -3.8248, 5.1236], [-5.5312, -2.3061, 5.1773], [-5.8591, -4.2626, 3.8195], [-7.4602, -4.1493, 5.9611], [-6.3879, -5.5369, 6.0913], [-6.1511, -4.1387, 7.1654], [-4.4619, -4.1692, 5.3043], [-6.5381, -1.9358, 4.9540], [-4.8622, -1.8744, 4.4251], [-5.2338, -1.9369, 6.1637], [-6.7672, -3.9612, 3.6504], [1.9711, 10.8175, -5.9554], [1.2798, 9.6546, -6.6492], [0.1633, 9.0817, -5.7908], [2.2352, 8.6334, -6.9246], [2.4276, 10.4961, -5.0125], [2.7803, 11.2117, -6.5795], [1.2656, 11.6269, -5.7440], [0.8715, 9.9888, -7.6091], [0.5556, 8.6986, -4.8420], [-0.3171, 8.2378, -6.2974], [-0.5965, 9.8391, -5.5744], [2.6031, 8.3305, -6.0777]],
  "forces_ev_per_angstrom": [[-1.758, -0.866, -0.660], [-0.774, 1.703, 0.601], [-1.280, 1.214, -2.148], [-1.198, 0.088, -1.001], [0.248, 0.307, 2.343], [1.191, -0.922, -1.148], [1.050, -1.991, -1.687], [1.083, 10.640, -3.291], [-3.880, -4.803, 1.793], [3.731, -5.208, 1.631], [-2.102, -2.246, -4.845], [4.833, -1.354, 3.001], [-3.894, -1.170, 4.361], [1.014, 4.512, -1.241], [-1.448, -0.430, 3.522], [-3.071, 2.720, 0.414], [2.533, -1.610, -0.380], [5.159, 0.777, -6.746], [-5.842, -0.589, 8.193], [-1.415, 2.978, 0.887], [0.613, 6.790, -0.925], [-0.615, -1.695, -0.881], [-1.192, -8.098, 1.577], [1.031, 0.002, -3.592], [1.238, -0.852, -1.119], [-1.950, -1.500, 3.200], [0.720, 0.512, -0.975], [-3.105, -0.786, 0.258], [1.473, 3.921, -0.905], [3.058, -2.025, -2.892], [-0.278, 0.706, 1.089], [0.455, 1.228, -1.190], [-1.126, -0.565, 1.521], [0.490, -0.888, 0.340], [-0.866, 0.249, 0.546], [-4.607, 0.195, -2.159], [-2.959, -3.573, 0.778], [0.184, -2.624, 1.527], [4.365, -0.885, 2.122], [2.789, 3.740, -0.723], [-1.854, 2.799, -2.047], [-0.752, 1.713, -1.478], [0.037, -2.373, -0.584], [2.544, 0.368, 0.023], [1.716, 1.266, 0.915], [0.691, -2.255, 1.110], [-0.497, -1.504, 2.175], [-0.350, 1.536, -0.897], [-0.733, -2.091, 0.003], [1.070, 0.778, 1.933], [0.376, 2.596, 0.196], [2.062, -0.517, -1.671], [-2.075, -0.548, -1.208], [-0.167, 0.348, 1.164], [0.389, -0.712, -1.230], [-0.834, 1.241, -0.860], [-0.671, 1.993, 1.029], [-0.537, -1.978, 0.763], [0.634, -1.031, 2.170], [1.296, -1.174, -1.403], [1.739, 1.690, 0.434], [-1.503, -1.036, 1.258], [-1.069, 1.097, -2.069], [-1.280, 1.853, -0.497], [2.600, 0.390, -0.145], [-0.137, -2.162, -1.104], [-2.110, -1.755, 0.016], [1.145, -2.103, 1.612], [2.558, 0.027, 0.875], [2.048, 1.800, -0.224], [-0.259, 2.396, -1.426], [0.176, -0.251, 0.162], [0.288, 0.786, -0.115], [-0.160, -0.194, -0.272], [-0.214, -0.097, 0.271], [-0.014, -0.084, -0.145], [0.013, 0.024, -0.090], [-0.040, 0.075, 0.057], [-0.202, 0.067, 0.082], [0.120, -0.125, 0.040], [0.181, -0.030, 0.062], [-0.090, 0.104, 0.031], [-0.051, -0.411, -0.096], [0.057, -0.332, 0.186], [-0.642, 0.310, 0.143], [0.291, 0.227, -0.072], [-0.010, -0.155, -0.291], [0.117, 0.136, 0.021], [0.092, 0.138, 0.026], [-0.076, -0.029, -0.084], [-0.126, -0.068, -0.225], [0.026, -0.112, 0.133], [-0.039, -0.092, 0.144], [-0.066, 0.001, -0.105], [0.402, -0.112, 0.102], [0.333, 0.059, -0.001], [-0.259, 0.132, -0.676], [-0.154, -0.263, 0.194], [-0.093, 0.271, 0.220], [-0.044, -0.141, 0.069], [-0.080, -0.157, -0.004], [-0.040, 0.110, 0.002], [-0.129, 0.220, 0.044], [0.179, -0.016, -0.016], [0.139, 0.002, -0.065], [-0.075, 0.088, 0.000], [0.185, -0.209, 0.190], [0.062, -0.299, 0.195], [-0.623, 0.271, 0.110], [0.270, 0.223, -0.036], [-0.038, -0.083, -0.217], [0.116, 0.122, 0.023], [0.075, 0.167, 0.028], [-0.078, -0.039, -0.090], [-0.128, -0.053, -0.230], [0.023, -0.107, 0.122], [-0.022, -0.090, 0.115], [-0.061, 0.001, -0.103], [0.398, -0.129, 0.054], [0.137, 0.300, -0.158], [0.094, -0.007, 0.656], [-0.302, -0.126, -0.105], [0.129, -0.344, -0.089], [-0.166, -0.034, -0.019], [-0.181, -0.042, 0.037], [0.101, -0.072, 0.013], [0.195, -0.200, 0.039], [0.047, 0.163, -0.016], [0.018, 0.169, -0.009], [0.062, -0.117, 0.020], [-0.095, 0.203, -0.290]],
  "lowdin_charge": [-0.18, -0.23, -0.58, 0.64, -0.59, 1.07, -0.22, 0.90, -0.32, -0.29, -0.24, 0.03, 0.03, 0.01, -0.23, 0.12, -0.02, -0.19, 0.06, 0.00, -0.27, 0.00, -0.02, 0.02, -0.42, 0.31, 0.16, -0.23, -0.06, -0.05, -0.12, -0.25, 0.52, -0.22, -0.20, -0.21, -0.06, -0.06, -0.06, -0.06, -0.06, 0.06, 0.08, 0.10, 0.10, 0.13, 0.10, 0.21, 0.16, 0.15, 0.11, 0.10, 0.12, 0.14, -0.04, -0.02, 0.11, 0.08, 0.09, 0.10, 0.06, 0.03, 0.05, 0.05, 0.03, 0.05, 0.07, 0.08, 0.08, 0.08, 0.09, -0.06, -0.51, -0.05, -0.06, 0.09, 0.03, 0.09, 0.11, 0.09, 0.09, 0.08, 0.10, -0.06, -0.51, -0.07, -0.08, 0.08, 0.07, 0.08, 0.13, 0.08, 0.08, 0.08, 0.10, -0.06, -0.51, -0.06, -0.07, 0.09, 0.08, 0.08, 0.13, 0.09, 0.07, 0.08, 0.08, -0.06, -0.51, -0.06, -0.09, 0.08, 0.08, 0.08, 0.13, 0.08, 0.07, 0.08, 0.10, -0.06, -0.50, -0.07, -0.07, 0.08, 0.08, 0.08, 0.14, 0.08, 0.08, 0.08, 0.08],
  "charge": 1,
  "multiplicity": 1
}


(2)
{
  "formula": "C5H10N2O2S2",
  "method": "ωB97M-V with the def2-TZVPD basis set",
  "symbols": ["O", "N", "O", "N", "C", "S", "C", "C", "C", "C", "S", "H", "H", "H", "H", "H", "H", "H", "H", "H", "H"],
  "positions_angstrom": [[3.0613, 1.7863, 3.9423], [3.1681, 0.7091, 3.4424], [2.4411, -0.2352, 3.5423], [4.2923, 0.5471, 2.6620], [4.7809, -0.2061, 1.8473], [5.5962, -1.0246, 0.8348], [-0.4536, 0.1047, 1.2772], [0.2722, -0.2204, -0.0209], [-0.1786, 0.6765, -1.1657], [0.1148, -1.6909, -0.3890], [2.0873, 0.0542, 0.2354], [-0.3218, 1.1513, 1.5449], [-1.5189, -0.0919, 1.1624], [-0.0712, -0.5088, 2.0902], [-0.0990, 1.7280, -0.8902], [-1.2173, 0.4618, -1.4200], [0.4379, 0.5015, -2.0488], [0.6705, -1.9134, -1.2982], [0.4870, -2.3261, 0.4117], [-0.9356, -1.9195, -0.5571], [2.0018, 1.3772, 0.3771]],
  "forces_ev_per_angstrom": [[-0.175, 0.767, 0.342], [0.081, -0.631, -0.417], [-0.554, -0.600, 0.266], [1.239, 0.386, -0.476], [-0.715, 0.365, 0.881], [0.246, -0.360, -0.398], [-0.004, -0.113, -0.110], [0.345, 0.203, 0.078], [-0.002, -0.115, -0.041], [0.193, 0.167, 0.035], [-0.218, -0.268, -0.278], [-0.008, 0.077, 0.038], [-0.156, 0.009, 0.003], [-0.002, -0.008, 0.068], [-0.016, 0.041, -0.018], [-0.103, 0.031, 0.002], [-0.064, 0.028, 0.015], [0.004, -0.077, -0.072], [0.003, -0.116, 0.060], [-0.111, -0.016, 0.000], [0.016, 0.229, 0.024]],
  "lowdin_charge": [0.11, -0.45, 0.09, 0.12, -0.80, 0.81, -0.12, -0.91, -0.13, -0.12, 0.79, 0.08, 0.08, 0.07, 0.08, 0.09, 0.08, 0.08, 0.08, 0.09, -0.11],
  "charge": 0,
  "smiles": "O=[N+]([O-])N=C=S.CC(C)(C)S",
  "multiplicity": 1
}


Calculated total energy (hartree)
-7165.64847; -1252.72919
HOMO energy (eV)
-9.84; -9.16